# 1
{
  "formula": "C3H2NO3PS",
  "method": "ωB97M-V/def2-TZVPD",
  "charge": -2,
  "homo_energy_ev": 0.295,
  "multiplicity": 1,
  "gap_ev": 5.39,
  "relative_energy_kcal_mol": 0.0,
  "smiles": "O=P([O-])([O-])c1nccs1",
  "lumo_energy_ev": 5.685,
  "species": ["O", "P", "O", "O", "C", "N", "C", "C", "S", "H", "H"],
  "coordinates": [[2.547268, -0.676759, 1.418502], [2.235897, -0.050285, 0.102839], [2.517777, -0.751284, -1.223726], [2.511709, 1.484182, 0.029914], [0.374084, -0.226493, 0.008764], [-0.691637, -1.135368, 0.214956], [-1.881102, -0.621615, 0.029858], [-1.982556, 0.710285, -0.090916], [-0.316808, 1.380842, -0.206101], [-2.563886, -1.490389, 0.246512], [-2.750742, 1.376883, -0.530605]],
  "atomic_forces_ev_per_a": [[0.54, -0.71, 0.78], [0.68, 1.22, -1.63], [0.44, -0.24, 0.50], [-0.87, -1.52, 0.18], [-3.94, 0.13, 1.14], [6.24, 0.68, -0.77], [-1.66, -1.87, 1.26], [0.44, 2.82, -1.63], [-1.32, -1.37, 0.10], [-0.65, 1.64, -0.69], [0.11, -0.79, 0.75]],
  "mulliken_charge": [-0.773, 0.805, -0.795, -0.834, 0.410, -0.699, -0.240, -0.390, -0.090, 0.347, 0.259]
}

# 2
{
  "formula": "C3H2NO5S",
  "method": "ωB97M-V/def2-TZVPD",
  "charge": -1,
  "homo_energy_ev": -5.436,
  "multiplicity": 1,
  "gap_ev": 9.22,
  "relative_energy_kcal_mol": 31.7,
  "lumo_energy_ev": 3.781,
  "species": ["C", "C", "C", "N", "O", "O", "O", "O", "O", "S", "H", "H"],
  "coordinates": [[1.724810, 0.372035, 0.048718], [-0.257867, 0.275567, -1.201023], [-0.928747, -1.021201, -0.795162], [1.116568, 0.255474, -1.056595], [-2.096705, -1.299904, -0.961659], [-0.857300, 1.205117, -1.700085], [-0.795503, -0.704774, 2.220111], [-1.139150, 1.558972, 1.437442], [1.241145, 0.492887, 1.239966], [-0.616862, 0.247927, 1.139091], [2.820891, 0.373957, 0.001531], [-0.211280, -1.756057, -0.372334]],
  "atomic_forces_ev_per_a": [[0.99, -0.03, -0.37], [-0.44, 0.57, -1.32], [-0.58, -0.91, -0.68], [0.43, -0.13, -0.75], [0.33, 0.08, -0.19], [0.05, -0.24, -0.06], [0.17, -0.21, -0.19], [0.12, 0.29, -0.28], [-0.42, 0.09, 0.58], [-0.51, 0.44, 3.15], [-0.12, 0.04, 0.16], [-0.02, 0.02, -0.04]],
  "mulliken_charge": [0.137, 0.683, 0.028, -0.564, -0.575, -0.592, -0.618, -0.604, -0.477, 0.831, 0.382, 0.369]
}

# 3
{
  "formula": "C3H2O",
  "method": "ωB97M-V/def2-TZVPD",
  "charge": 0,
  "homo_energy_ev": [-10.660, -10.658],
  "multiplicity": 1,
  "gap_ev": [7.84, 7.83],
  "relative_energy_kcal_mol": 185.7,
  "lumo_energy_ev": [-2.820, -2.824],
  "species": ["C", "C", "C", "O", "H", "H"],
  "coordinates": [[-3.347849, 0.200804, 0.099842], [-4.409764, -0.122630, -0.237276], [-0.170337, 0.162872, 0.305680], [-1.293651, 0.449466, 0.329902], [0.200692, -0.506512, 1.155950], [0.412668, 0.472104, -0.702974]],
  "atomic_forces_ev_per_a": [[9.16, 2.66, 2.87], [-8.76, -2.66, -2.78], [4.03, -1.58, -1.52], [-4.70, 1.47, 0.13], [0.55, 0.84, -1.08], [-0.28, -0.74, 2.38]],
  "mulliken_charge": [-0.474, 0.395, -0.125, -0.270, 0.247, 0.226]
}

# 4
{
  "formula": "C3H2O2",
  "method": "ωB97M-V/def2-TZVPD",
  "charge": 0,
  "homo_energy_ev": [-6.858, -6.983],
  "multiplicity": 1,
  "gap_ev": [6.12, 6.29],
  "relative_energy_kcal_mol": 125.4,
  "lumo_energy_ev": [-0.739, -0.692],
  "species": ["C", "C", "C", "O", "O", "H", "H"],
  "coordinates": [[-0.008817, 0.142532, -0.204173], [-1.388309, 0.387773, 0.015129], [0.941988, -0.558392, 0.709907], [0.326806, -1.099050, -0.381482], [-2.529419, 0.517439, 0.048361], [0.531076, 0.966873, -0.755616], [2.126672, -0.357173, 0.567872]],
  "atomic_forces_ev_per_a": [[-1.64, 6.16, -1.46], [-1.13, 0.15, -0.16], [3.52, -0.78, 4.80], [0.36, -5.05, -2.74], [2.22, -0.17, 0.05], [-0.97, -0.56, 0.31], [-2.36, 0.26, -0.81]],
  "mulliken_charge": [0.196, 0.407, -0.442, -0.278, -0.182, 0.269, 0.030]
}